# 1
{"formula": "C5H8N", "method": "ωB97M-V/def2-TZVPD", "total_energy_ev": -6792.0370, "e_lumo_ev": -5.294, "orbital_gap_ev": 9.44, "homo_ev": -14.73, "smiles": "C[N@+]12CC=C1C2", "relative_energy_kcal_mol": 139.5, "charge": 1, "symbols": ["C", "C", "C", "C", "C", "N", "H", "H", "H", "H", "H", "H", "H", "H"], "positions_angstrom": [[0.85, 1.76, -0.55], [1.25, 0.95, 0.41], [-0.32, 0.91, -1.05], [0.43, 0.45, 1.43], [-0.29, -1.49, 0.02], [-0.12, -0.05, 0.23], [1.30, 2.49, -1.15], [-1.23, 1.51, -0.94], [-0.09, 0.17, -1.84], [0.76, -0.32, 2.08], [0.04, 1.28, 2.21], [0.06, -1.85, -0.87], [0.02, -2.17, 0.87], [-1.36, -1.62, -0.13]], "mulliken_charge": [-0.223, -0.100, -0.316, -0.231, -0.831, 0.086, 0.428, 0.294, 0.311, 0.288, 0.249, 0.365, 0.270, 0.409]}

# 2
{"formula": "C2H4ClNO2", "method": "ωB97M-V/def2-TZVPD", "total_energy_ev": -20242.9297, "e_lumo_ev": 0.290, "orbital_gap_ev": 10.32, "homo_ev": -10.03, "smiles": "CON(Cl)C=O", "relative_energy_kcal_mol": 75.9, "charge": 0, "symbols": ["C", "C", "N", "O", "O", "Cl", "H", "H", "H", "H"], "positions_angstrom": [[2.19, -1.32, 0.26], [-0.55, 0.72, 0.22], [1.69, -0.03, 0.13], [3.26, -1.70, -0.06], [0.60, 0.29, 0.94], [2.79, 1.31, -0.15], [1.37, -2.01, 0.57], [-1.18, -0.05, -0.22], [-0.37, 1.62, -0.48], [-1.34, 1.03, 1.03]], "mulliken_charge": [0.035, -0.460, 0.045, -0.447, -0.178, -0.045, 0.326, 0.265, 0.217, 0.244]}

# 3
{"formula": "C6H12S", "method": "ωB97M-V/def2-TZVPD", "total_energy_ev": -17247.4652, "e_lumo_ev": [0.850, 0.850], "orbital_gap_ev": [7.68, 7.68], "homo_ev": [-6.83, -6.83], "relative_energy_kcal_mol": 95.4, "charge": 0, "symbols": ["C", "C", "C", "C", "C", "C", "S", "H", "H", "H", "H", "H", "H", "H", "H", "H", "H", "H", "H"], "positions_angstrom": [[0.18, -1.69, 0.29], [-2.75, -0.04, -0.88], [1.70, 0.25, 0.22], [0.57, 1.34, -0.10], [1.52, -1.16, -0.32], [-0.80, 1.06, 0.68], [-1.83, -0.37, 0.35], [-0.32, -2.47, -0.20], [0.30, -1.79, 1.32], [-3.66, -0.53, -1.05], [-2.37, 0.58, -1.70], [2.70, 0.59, -0.14], [1.63, 0.27, 1.31], [0.87, 2.29, 0.36], [0.41, 1.46, -1.08], [1.81, -1.19, -1.38], [2.32, -1.79, 0.13], [-0.85, 1.31, 1.75], [-1.42, 1.88, 0.44]], "mulliken_charge": [-1.294, -0.737, -0.696, -0.723, -0.215, -0.856, 0.087, 0.488, 0.408, 0.328, 0.246, 0.320, 0.294, 0.297, 0.461, 0.344, 0.245, 0.416, 0.589]}

# 4
{"formula": "C2H4NP", "method": "ωB97M-V/def2-TZVPD", "total_energy_ev": -12915.0998, "e_lumo_ev": 0.866, "orbital_gap_ev": 9.86, "homo_ev": -8.99, "smiles": "C=C=NP", "relative_energy_kcal_mol": 33.0, "charge": 0, "symbols": ["C", "C", "N", "P", "H", "H", "H", "H"], "positions_angstrom": [[0.61, -0.18, -0.17], [1.87, 0.04, 0.14], [-0.51, -0.35, -0.71], [-1.98, -0.49, -0.03], [2.22, 0.96, 0.22], [2.57, -0.83, 0.51], [-2.88, 0.27, -0.78], [-1.90, 0.57, 0.82]], "mulliken_charge": [0.596, -0.900, -0.248, -0.024, 0.309, 0.194, 0.047, 0.025]}

# 5
{"formula": "C66H147N7O", "method": "ωB97M-V/def2-TZVPD", "total_energy_ev": -83245.0434, "e_lumo_ev": -10.708, "orbital_gap_ev": 7.44, "homo_ev": -18.15, "relative_energy_kcal_mol": 0.4, "charge": 6, "symbols": ["C", "C", "C", "O", "H", "H", "H", "H", "H", "H", "H", "C", "C", "C", "C", "N", "C", "C", "C", "C", "C", "H", "H", "H", "H", "H", "H", "H", "H", "H", "H", "H", "H", "H", "H", "H", "H", "H", "H", "H", "H", "C", "C", "C", "C", "N", "C", "C", "C", "C", "C", "H", "H", "H", "H", "H", "H", "H", "H", "H", "H", "H", "H", "H", "H", "H", "H", "H", "H", "H", "H", "C", "C", "C", "C", "N", "C", "C", "C", "C", "C", "H", "H", "H", "H", "H", "H", "H", "H", "H", "H", "H", "H", "H", "H", "H", "H", "H", "H", "H", "H", "C", "C", "C", "C", "N", "C", "C", "C", "C", "C", "H", "H", "H", "H", "H", "H", "H", "H", "H", "H", "H", "H", "H", "H", "H", "H", "H", "H", "H", "H", "C", "C", "C", "C", "N", "C", "C", "C", "C", "C", "H", "H", "H", "H", "H", "H", "H", "H", "H", "H", "H", "H", "H", "H", "H", "H", "H", "H", "H", "H", "C", "C", "C", "C", "N", "C", "C", "C", "C", "C", "H", "H", "H", "H", "H", "H", "H", "H", "H", "H", "H", "H", "H", "H", "H", "H", "H", "H", "H", "H", "C", "C", "C", "C", "N", "C", "C", "C", "C", "C", "H", "H", "H", "H", "H", "H", "H", "H", "H", "H", "H", "H", "H", "H", "H", "H", "H", "H", "H", "H"], "positions_angstrom": [[-0.85, -0.77, 0.48], [-0.26, -2.10, 0.95], [1.21, -1.79, 1.28], [-0.89, -2.74, 1.99], [-1.91, -0.97, 0.29], [-0.42, -0.43, -0.47], [-0.69, 0.04, 1.19], [-0.27, -2.78, 0.07], [1.64, -1.08, 0.56], [1.88, -2.64, 1.17], [1.20, -1.22, 2.22], [-2.06, -2.01, -4.16], [-0.95, -3.06, -4.38], [0.40, -2.56, -3.83], [1.31, -3.81, -3.77], [2.73, -3.52, -3.30], [3.41, -2.40, -4.06], [4.90, -2.60, -3.82], [5.06, -4.14, -3.67], [3.67, -4.72, -3.45], [2.68, -3.15, -1.84], [-1.79, -1.06, -4.62], [-2.25, -1.86, -3.10], [-2.95, -2.41, -4.65], [-0.76, -3.15, -5.45], [-1.09, -4.05, -3.94], [0.23, -2.13, -2.84], [0.87, -1.78, -4.42], [1.25, -4.40, -4.68], [0.96, -4.42, -2.93], [2.99, -1.48, -3.66], [3.14, -2.46, -5.11], [5.27, -2.12, -2.91], [5.49, -2.23, -4.65], [5.74, -4.37, -2.84], [5.56, -4.45, -4.58], [3.47, -5.42, -2.64], [3.35, -5.15, -4.40], [2.08, -2.25, -1.72], [3.68, -3.07, -1.43], [2.13, -3.92, -1.29], [-5.67, -5.23, -0.81], [-4.16, -5.05, -0.98], [-3.43, -6.02, -0.05], [-1.98, -5.56, 0.05], [-1.00, -6.53, 0.67], [-0.96, -7.82, -0.17], [0.47, -8.39, -0.12], [1.32, -7.26, 0.51], [0.43, -6.02, 0.53], [-1.40, -6.73, 2.10], [-6.23, -4.73, -1.60], [-6.04, -4.83, 0.14], [-6.09, -6.24, -0.80], [-3.95, -4.03, -0.66], [-3.78, -5.19, -1.99], [-3.67, -7.00, -0.46], [-3.93, -6.03, 0.92], [-1.83, -4.66, 0.67], [-1.62, -5.40, -0.97], [-1.71, -8.43, 0.32], [-1.21, -7.61, -1.21], [0.52, -9.26, 0.52], [0.84, -8.62, -1.12], [1.64, -7.51, 1.52], [2.18, -6.97, -0.09], [0.67, -5.26, 1.27], [0.52, -5.56, -0.46], [-1.52, -5.74, 2.54], [-0.66, -7.29, 2.68], [-2.27, -7.37, 2.09], [0.38, 2.16, 5.46], [0.31, 0.83, 4.70], [0.83, -0.36, 5.53], [0.11, -1.66, 5.13], [0.86, -2.97, 5.47], [0.09, -4.22, 4.95], [1.19, -5.18, 4.50], [2.25, -4.27, 3.88], [2.19, -3.00, 4.69], [1.20, -3.22, 6.95], [0.40, 2.94, 4.70], [1.35, 2.27, 5.96], [-0.41, 2.20, 6.20], [0.94, 0.85, 3.81], [-0.74, 0.67, 4.44], [0.63, -0.20, 6.59], [1.88, -0.52, 5.31], [0.12, -1.69, 4.04], [-0.85, -1.81, 5.61], [-0.53, -4.69, 5.71], [-0.54, -3.92, 4.11], [1.60, -5.81, 5.29], [0.82, -5.93, 3.80], [3.23, -4.77, 3.86], [2.10, -4.09, 2.82], [3.01, -3.01, 5.41], [2.34, -2.07, 4.14], [1.77, -4.13, 7.12], [0.26, -3.17, 7.50], [1.77, -2.31, 7.10], [-2.69, 2.45, 2.58], [-3.54, 1.54, 1.69], [-4.41, 0.51, 2.42], [-3.52, -0.44, 3.21], [-4.29, -1.70, 3.56], [-3.42, -2.63, 4.37], [-4.00, -4.03, 4.27], [-4.93, -3.99, 3.05], [-4.59, -2.67, 2.41], [-5.55, -1.40, 4.33], [-1.83, 1.97, 3.05], [-3.30, 2.79, 3.42], [-2.28, 3.30, 2.04], [-2.90, 1.03, 0.97], [-4.13, 2.24, 1.08], [-5.10, 0.03, 1.72], [-5.05, 0.97, 3.17], [-3.24, 0.04, 4.15], [-2.55, -0.74, 2.81], [-3.39, -2.29, 5.40], [-2.38, -2.63, 4.02], [-4.58, -4.24, 5.18], [-3.23, -4.80, 4.29], [-5.99, -4.05, 3.30], [-4.79, -4.84, 2.38], [-5.36, -2.24, 1.77], [-3.67, -2.74, 1.82], [-5.92, -2.31, 4.79], [-6.24, -0.93, 3.64], [-5.32, -0.77, 5.19], [4.94, 4.22, 2.82], [4.12, 2.90, 2.76], [5.09, 1.76, 2.69], [4.54, 0.32, 2.47], [5.68, -0.67, 2.32], [5.23, -2.13, 2.64], [6.49, -2.88, 3.04], [7.34, -1.83, 3.77], [6.81, -0.48, 3.34], [6.30, -0.60, 0.94], [5.19, 4.21, 3.88], [4.31, 5.07, 2.56], [5.81, 4.17, 2.17], [3.43, 2.89, 1.90], [3.40, 2.84, 3.59], [5.62, 1.71, 3.64], [5.81, 1.94, 1.89], [3.91, 0.22, 1.58], [3.89, 0.00, 3.29], [4.85, -2.62, 1.74], [4.49, -1.97, 3.41], [6.93, -3.25, 2.12], [6.27, -3.74, 3.67], [8.39, -1.99, 3.52], [7.40, -1.95, 4.85], [7.53, 0.27, 3.01], [6.34, 0.00, 4.21], [5.64, -1.13, 0.25], [7.23, -1.17, 0.96], [6.37, 0.43, 0.62], [0.09, 5.74, -4.48], [0.28, 4.86, -3.24], [1.21, 5.50, -2.20], [2.66, 5.32, -2.59], [3.68, 6.05, -1.74], [5.08, 5.85, -2.29], [5.60, 7.17, -2.84], [4.31, 7.98, -3.08], [3.47, 7.53, -1.92], [3.69, 5.60, -0.28], [-0.76, 5.37, -5.04], [0.96, 5.74, -5.15], [-0.09, 6.78, -4.19], [0.60, 3.86, -3.55], [-0.72, 4.80, -2.81], [0.91, 5.09, -1.23], [0.90, 6.54, -2.17], [2.76, 5.76, -3.58], [2.92, 4.26, -2.64], [5.82, 5.43, -1.60], [5.06, 5.02, -3.00], [6.39, 7.65, -2.26], [6.13, 6.95, -3.76], [4.58, 9.03, -2.99], [3.88, 7.77, -4.06], [3.79, 7.95, -0.95], [2.43, 7.84, -1.84], [4.34, 6.19, 0.35], [3.90, 4.53, -0.27], [2.65, 5.74, 0.01], [-3.34, 5.19, -2.74], [-4.88, 5.33, -2.81], [-5.31, 6.54, -3.67], [-4.92, 6.48, -5.18], [-5.79, 7.45, -6.00], [-5.23, 7.46, -7.38], [-6.44, 7.84, -8.28], [-7.58, 7.09, -7.59], [-7.18, 6.82, -6.16], [-5.79, 8.81, -5.37], [-2.85, 5.90, -2.07], [-2.96, 5.33, -3.75], [-3.04, 4.19, -2.42], [-5.25, 5.54, -1.81], [-5.40, 4.44, -3.17], [-4.85, 7.40, -3.19], [-6.39, 6.65, -3.64], [-4.96, 5.51, -5.67], [-3.87, 6.76, -5.24], [-4.44, 8.21, -7.44], [-4.92, 6.49, -7.75], [-6.62, 8.91, -8.32], [-6.21, 7.54, -9.30], [-8.50, 7.67, -7.59], [-7.84, 6.19, -8.15], [-7.80, 7.30, -5.40], [-7.16, 5.75, -5.99], [-6.40, 8.78, -4.48], [-6.12, 9.56, -6.08], [-4.78, 9.04, -5.04]], "mulliken_charge": [-2.175, 1.803, -0.279, -0.432, 0.421, 0.528, 0.168, -0.558, 0.684, -0.093, -0.907, -1.350, -0.521, 0.067, -0.760, 0.480, -0.662, -0.625, -0.661, -0.429, -1.142, 0.383, 0.236, 0.436, 0.328, 0.423, -0.172, 0.431, 0.459, 0.155, 0.437, 0.537, 0.184, 0.445, 0.308, 0.341, 0.341, 0.410, 0.364, 0.738, -0.093, -1.425, -0.201, -0.594, 0.346, 0.810, -0.612, -0.908, -0.552, 0.437, -0.985, 0.414, 0.242, 0.385, 0.154, 0.431, 0.496, 0.202, -0.590, 0.114, 0.516, 0.375, 0.339, 0.313, 0.379, 0.447, -0.145, -0.390, 0.118, 0.511, 0.380, -1.738, 0.873, -0.907, -0.365, 0.377, 0.522, -0.600, 0.099, 0.565, -0.987, 0.404, 0.447, 0.431, 0.199, -0.792, 0.565, 0.451, -0.284, 0.800, 0.514, -0.934, 0.537, -0.132, 0.700, -0.485, 0.499, -0.918, 0.307, 0.370, 0.492, -1.050, -0.348, -0.890, 0.437, 0.610, 0.429, -1.114, -0.328, -0.243, -1.030, -0.037, 0.373, 0.450, -0.018, 0.393, 0.436, 0.514, 0.457, -0.751, 0.820, -1.070, 0.406, 0.366, 0.399, 0.046, 0.671, -0.214, 0.517, 0.370, 0.308, -1.526, -0.352, -0.169, -0.164, 0.626, -0.032, -0.803, -0.897, -0.533, -1.081, 0.511, 0.380, 0.375, 0.393, 0.209, 0.276, 0.257, 0.172, -0.378, 0.087, -0.020, 0.411, 0.408, 0.375, 0.372, 0.430, 0.344, 0.452, 0.412, 0.330, -1.331, -0.174, -0.324, -0.738, 0.401, -0.463, -0.669, -0.619, -0.643, -1.595, 0.360, 0.425, 0.321, 0.364, -0.121, 0.271, 0.213, 0.290, 0.434, 0.372, 0.322, 0.402, 0.312, 0.403, 0.304, 0.465, 0.341, 0.586, 0.567, 0.484, -0.896, -0.851, -0.632, -1.067, 0.161, -0.671, -0.631, -0.633, -0.441, -0.790, 0.387, 0.113, 0.387, 0.344, 0.387, 0.422, 0.458, 0.407, 0.642, 0.388, 0.400, 0.304, 0.399, 0.313, 0.360, 0.407, 0.267, 0.368, 0.371, 0.329]}